Entry 1:
The following is a quantum chemistry calculation of a 2-piece molecular cluster, C4H6O2 overall, from the Open Molecules 2025 dataset.

* gap between HOMO and LUMO: 8.93 eV
* DFT total energy: -8335.6705 eV
* molar mass: 86.09 Da
* energy relative to the best compared isomer or geometry (same formula, charge and spin): 462.2 kJ/mol

Positions of all 12 atoms, in Å:
O1 0.38324 1.61714 -0.85968
C1 1.46074 0.87841 -0.59620
C2 -1.22836 -1.35777 0.09394
C3 -1.53856 -0.32602 0.87648
C4 1.46901 -0.45975 -0.11903
O2 2.61778 1.17842 -0.86740
H1 0.68133 2.37612 -1.39118
H2 -1.45110 -2.38025 0.38813
H3 -0.75933 -1.22752 -0.87644
H4 -2.03988 -0.46836 1.83053
H5 -1.32958 0.69663 0.57787
H6 1.73472 -0.52707 0.94297

***

Entry 2:
The following is a quantum chemistry calculation of one molecule with the formula C4H6O2, from the Open Molecules 2025 dataset.

* SMILES string: CCC(=O)C=O
* gap between HOMO and LUMO: 9.47 eV
* DFT total energy: -8337.9453 eV
* molar mass: 86.09 Da
* energy relative to the best compared isomer or geometry (same formula, charge and spin): 242.7 kJ/mol

Positions of all 12 atoms, in Å:
C1 1.79682 0.18199 0.77053
C2 0.44702 -0.34498 0.26680
C3 -0.45589 0.25385 -0.72470
O1 -0.54235 1.36733 -1.17259
C4 -1.75509 -0.86586 -0.66536
O2 -1.59691 -2.04955 -0.48332
H1 2.61611 -0.07383 0.07725
H2 1.83346 1.26296 0.92678
H3 2.04710 -0.31069 1.71735
H4 -0.58849 -0.29947 0.79343
H5 0.44059 -1.42367 0.13491
H6 -2.78502 -0.46829 -0.77147

***

Entry 3:
The following is a quantum chemistry calculation of one molecule with the formula C4H6O2, from the Open Molecules 2025 dataset.

* SMILES string: C[C@H]1CC(=O)O1
* gap between HOMO and LUMO: 10.81 eV
* DFT total energy: -8339.3607 eV
* molar mass: 86.09 Da
* energy relative to the best compared isomer or geometry (same formula, charge and spin): 106.2 kJ/mol

Positions of all 12 atoms, in Å:
C1 -1.49203 0.02206 0.42757
C2 -0.32102 0.17734 -0.48527
C3 0.99900 0.62491 0.02908
C4 1.47400 -0.85032 -0.20671
O1 2.56694 -1.28293 0.00377
O2 0.35796 -1.39818 -0.68417
H1 -2.08025 0.94516 0.51385
H2 -1.15942 -0.27399 1.42573
H3 -2.11737 -0.76409 0.00602
H4 -0.55334 0.45011 -1.50990
H5 1.56789 1.30524 -0.60762
H6 1.05388 0.88642 1.09113

***

Number 1: LUMO energy -0.66 eV. Number 2: LUMO energy 0.18 eV. Number 3: LUMO energy 0.80 eV.